No. 1
ORCA calculation (ωB97M-V/def2-TZVPD) on C21H33N3O7P2Zn as an isolated structure at a distorted geometry.

XYZ file:
```
67
C21H33N3O7P2Zn (ωB97M-V/def2-TZVPD)
P -0.1649 -2.0081 -3.6339
P -0.0582 2.0332 -3.4570
C -0.5154 -0.5170 -4.7441
C 0.3802 0.7487 -4.6952
H -1.5873 -0.2738 -4.6147
H -0.4161 -0.9644 -5.7535
H 1.4548 0.4966 -4.6007
H 0.2940 1.2414 -5.6817
C -1.7278 2.6687 -3.7052
H -1.9658 3.3743 -2.8963
H -2.4816 1.8681 -3.6957
H -1.8153 3.2045 -4.6580
C 1.2160 3.2898 -3.5681
H 0.9934 4.0024 -4.3694
H 2.1944 2.8364 -3.7754
H 1.2848 3.8398 -2.6209
C -1.4233 -3.1998 -4.1284
H -1.5869 -3.9212 -3.3201
H -1.0685 -3.7257 -5.0250
H -2.3560 -2.6694 -4.3598
C 1.3201 -2.5948 -4.5308
H 2.0350 -1.7886 -4.7543
H 0.9632 -3.0034 -5.4841
H 1.8430 -3.3898 -3.9841
Zn -1.3845 -0.2929 2.7367
C 1.2975 1.3288 -1.1609
C -0.0202 1.3253 -1.7953
C -1.0057 0.0996 -1.6118
C -0.5745 -1.1200 -0.7907
C 0.0886 -2.2231 -1.6359
C 1.5156 -2.1231 -1.7070
C 2.0789 -0.8404 -2.1087
C 2.1921 0.2115 -0.9645
C 0.0241 -1.6391 2.6825
H 1.6375 2.3217 -0.8493
H -0.5352 2.1411 -1.2384
H -1.3759 -0.2487 -2.5936
H -1.9199 0.4945 -1.1353
H 0.0728 -0.8224 0.0437
H -1.4769 -1.5297 -0.3143
H -0.3431 -3.2318 -1.4382
H 2.1318 -3.0172 -1.6113
H 1.3526 -0.4054 -2.8413
H 3.0350 -0.9082 -2.6594
H 2.0912 -0.2596 0.0270
H 3.2149 0.6114 -1.0080
H 0.8059 -1.2998 3.3804
H 0.4489 -1.7472 1.6831
H -0.4277 -2.5767 3.0445
O 0.9602 1.0333 9.7144
N -0.1113 0.5973 9.2489
O -0.9750 0.0198 9.9378
C -0.3732 0.7783 7.8326
C 0.5703 1.4429 7.0292
C 0.3857 1.5237 5.6576
C -0.8315 1.0803 5.0412
O -1.0668 1.3775 3.8024
C -1.7374 0.3047 5.8704
C -1.5478 0.2475 7.2614
N -2.8690 -0.4105 5.3277
O -3.7354 -0.8013 6.1274
O -2.9947 -0.6419 4.0585
N 1.4950 1.9147 4.7820
O 2.3373 2.7035 5.2643
O 1.5720 1.4329 3.6388
H 1.4816 1.8545 7.4605
H -2.2954 -0.2539 7.8672
```

M (g mol⁻¹): 566.85
HOMO energy (alpha / beta) (Ha): -0.246 / -0.170
ΔE to the lowest compared entry with this formula, charge and spin (kcal/mol): 0.00

***

No. 2
ORCA calculation (ωB97M-V/def2-TZVPD) on a 9-piece molecular cluster, C19H54N2O9 overall at a distorted geometry.

XYZ file:
```
84
C19H54N2O9 (ωB97M-V/def2-TZVPD)
C 1.2509 5.5937 0.1902
C 2.1425 4.5766 -0.5408
C 3.0423 5.3308 -1.5735
C 3.1127 4.0777 0.5508
C 3.8251 2.7506 0.2542
C 2.7676 1.7111 -0.1315
C 1.7611 2.1423 -1.2157
C 2.3712 1.8534 -2.6561
C 0.4990 1.2836 -1.0111
N 1.3604 3.5266 -1.1115
O 0.4780 3.9880 -2.0938
H 0.6382 5.0657 0.9230
H 1.8501 6.3254 0.7363
H 0.5752 6.1395 -0.4703
H 2.5104 6.1867 -2.0045
H 3.9448 5.7784 -1.1634
H 3.3297 4.6650 -2.3912
H 3.8428 4.8634 0.7621
H 2.6865 4.0287 1.5622
H 4.4459 2.8583 -0.6386
H 4.3185 2.3549 1.1382
H 2.1834 1.3610 0.7232
H 3.3003 0.8008 -0.4242
H 1.7385 1.0905 -3.1111
H 3.3747 1.4396 -2.5605
H 2.4016 2.7111 -3.3258
H 0.2415 1.1299 0.0367
H 0.6152 0.3738 -1.6005
H -0.4281 1.7469 -1.3611
H 1.0468 4.1934 -2.8579
C -0.9384 -1.6980 5.0673
C -0.5691 -2.8690 4.1532
C 0.0986 -3.9806 4.9684
C -1.7911 -3.4684 3.4499
C -1.5436 -4.3485 2.2168
C -0.7485 -3.4932 1.2669
C 0.5926 -2.9626 1.8055
C 1.6217 -4.1328 1.8856
C 1.0509 -1.9246 0.8309
N 0.3964 -2.3666 3.1254
O 1.5134 -1.7483 3.6835
H -1.2611 -0.9047 4.3972
H -1.6586 -1.9812 5.8315
H -0.0189 -1.4307 5.5876
H -0.4362 -4.1128 5.9170
H 0.1048 -4.9752 4.5266
H 1.1018 -3.6549 5.2545
H -2.2794 -4.1607 4.1502
H -2.5522 -2.6992 3.2824
H -0.9716 -5.2347 2.5096
H -2.4820 -4.7362 1.8201
H -1.2985 -2.5853 1.0101
H -0.4628 -4.0040 0.3435
H 1.4490 -4.8363 1.0687
H 1.4010 -4.7234 2.7762
H 2.6525 -3.7850 1.9008
H 1.2188 -2.1704 -0.2166
H 1.9969 -1.4919 1.1898
H 0.4642 -1.0009 0.8670
H 2.1502 -2.4583 3.8835
C -3.7510 -0.9515 -5.1256
O -4.6320 -0.2669 -6.0320
H -3.9193 -2.0295 -5.1067
H -2.7307 -0.6724 -5.3869
H -4.0141 -0.5505 -4.1458
H -4.5301 -0.6814 -6.8941
O -3.0047 1.6199 -2.3712
H -3.7630 1.8248 -2.9367
H -2.9535 2.3517 -1.7404
O -1.8825 -0.8510 -1.7874
H -2.3044 -0.0132 -2.0674
H -2.4803 -1.2290 -1.1234
O -2.4945 0.1211 1.9410
H -2.0292 -0.4630 2.5512
H -2.7932 -0.4629 1.2312
O -1.1077 1.5486 -4.5894
H -0.8882 2.4856 -4.5990
H -1.5662 1.4178 -3.7393
O -3.5973 -2.0003 0.2734
H -4.3845 -1.6139 0.6834
H -3.8670 -2.8930 0.0226
O -0.1966 -1.1484 -4.2678
H -0.5650 -0.3151 -4.5992
H -0.5725 -1.2364 -3.3775
```

M (g mol⁻¹): 454.65
HOMO energy (Ha): -0.289
ΔE to the lowest compared entry with this formula, charge and spin (kcal/mol): 37.30
SMILES: CC1(C)CCCC(C)(C)N1O.CC1(C)CCCC(C)(C)N1O.CO.O.O.O.O.O.O

***

No. 3
ORCA calculation (ωB97M-V/def2-TZVPD) on C3H4Cl2O as an isolated structure at a distorted geometry.

XYZ file:
```
10
C3H4Cl2O (ωB97M-V/def2-TZVPD)
C -0.2065 -0.5809 -0.4505
C -0.7394 0.2541 0.6835
C 1.0635 0.3313 -0.0656
H -1.1493 1.1516 0.1581
H -1.5447 -0.2288 1.2573
H 2.1035 -0.1723 -0.0181
H 0.9232 1.2060 -0.7007
O 0.5408 0.5271 1.1933
Cl -0.9312 -0.2293 -1.9897
Cl -0.0600 -2.2589 -0.0675
```

M (g mol⁻¹): 126.97
HOMO energy (Ha): -0.384
ΔE to the lowest compared entry with this formula, charge and spin (kcal/mol): 41.97